(1)
Here is one molecule with the formula C3H8N4S at a distorted geometry from the OMol25 dataset. Energies are from ωB97M-V with the def2-TZVPD basis set.

Summary:
Net charge   0
Relative energy (zero: lowest compared OMol25 entry of this formula, charge and spin)   42.55 kcal/mol
Largest force on an atom   2.0 eV Å⁻¹
Total energy   -20034.3918 eV
E_HOMO   -8.943 eV
Kohn-Sham gap   0.358 Ha
SMILES string   [H]/N=C(\C/C=N/S)NN

Geometry (Å):
1 H -1.323 -2.434 -0.346
2 N -1.879 -1.670 -0.743
3 C -1.709 -0.646 -0.049
4 C -0.630 -0.494 1.017
5 C 0.643 0.183 0.477
6 N 1.742 -0.500 0.413
7 S 3.101 0.320 -0.367
8 N -2.619 0.396 -0.186
9 N -2.029 1.686 -0.038
10 H -1.009 0.049 1.880
11 H -0.265 -1.519 1.320
12 H 0.562 1.156 0.031
13 H 3.929 -0.714 -0.309
14 H -3.228 0.312 -1.022
15 H -1.982 2.132 -0.964
16 H -2.632 2.254 0.485

Cartesian forces, eV/Å:
H 0.05 0.21 -0.59
N -0.19 -1.76 -0.29
C 0.08 0.84 0.77
C 1.35 -0.63 -0.09
C 0.95 -1.73 -0.31
N -0.74 1.17 -0.22
S -1.18 -0.06 0.50
N 0.03 0.66 -0.59
N 0.57 -0.36 -1.60
H -0.02 0.05 0.06
H -0.67 1.02 -0.16
H -0.17 0.63 0.00
H 0.09 -0.32 0.10
H 0.63 -0.25 0.88
H 0.28 -0.27 0.50
H -1.06 0.80 1.03


(2)
Here is a 4-piece molecular cluster, C3H14NO3 overall at a distorted geometry from the OMol25 dataset. Energies are from ωB97M-V with the def2-TZVPD basis set.

Summary:
Net charge   +1
Relative energy (zero: lowest compared OMol25 entry of this formula, charge and spin)   59.76 kcal/mol
Largest force on an atom   5.0 eV Å⁻¹
Total energy   -10962.4157 eV
E_HOMO   -13.784 eV
Kohn-Sham gap   0.399 Ha

Geometry (Å):
1 C -0.951 -2.901 -0.956
2 C -0.932 -1.662 -0.166
3 C -0.543 -0.525 -0.756
4 N -0.251 0.731 0.043
5 H -1.736 -3.569 -0.804
6 H -0.956 -2.613 -2.083
7 H 0.107 -3.336 -0.985
8 H -1.037 -1.771 0.862
9 H -0.276 -0.132 -1.893
10 H 0.663 0.804 0.361
11 H -0.372 1.878 -0.264
12 H -0.895 0.634 0.792
13 H 3.361 -0.123 0.585
14 H 3.012 0.748 -0.617
15 O 2.663 0.483 0.357
16 H 0.267 0.662 3.601
17 H -1.042 0.096 3.741
18 O -0.580 0.614 3.183
19 H -0.322 2.855 -2.286
20 H -0.137 4.053 -1.358
21 O -0.042 3.073 -1.356

Cartesian forces, eV/Å:
C 2.87 1.01 -3.92
C 1.17 1.25 -2.48
C 1.17 2.92 -2.62
N -2.94 2.25 -0.90
H -0.98 -1.24 0.64
H -0.50 -0.37 1.71
H -1.58 -0.05 0.83
H -0.30 0.36 1.84
H -1.04 -2.39 2.80
H 2.63 -0.75 1.16
H -0.16 -3.38 -0.70
H -0.20 0.23 1.76
H 0.36 -0.57 0.62
H -1.37 -0.66 3.35
O 0.94 1.31 -4.02
H 0.98 0.29 0.22
H -2.84 -2.72 2.88
O 1.84 2.41 -3.25
H 0.38 0.05 1.26
H 0.17 -0.85 0.41
O -0.58 0.90 -1.58


(3)
Here is one molecule with the formula C19H23N5O4 at a distorted geometry from the OMol25 dataset. Energies are from ωB97M-V with the def2-TZVPD basis set.

Summary:
Net charge   0
Relative energy (zero: lowest compared OMol25 entry of this formula, charge and spin)   5.70 kcal/mol
Largest force on an atom   1.5 eV Å⁻¹
Total energy   -35718.5786 eV
E_HOMO   -7.731 eV
Kohn-Sham gap   0.308 Ha
SMILES string   Cn1c(=O)[nH]c(=O)c2c1nc(N1CCCC1)n2C[C@H](O)COc1ccccc1

Geometry (Å):
1 C 2.727 2.462 1.927
2 N 2.746 1.031 1.728
3 C 3.487 0.222 2.560
4 O 4.147 0.655 3.479
5 N 3.432 -1.130 2.284
6 C 2.729 -1.816 1.291
7 O 2.788 -3.031 1.206
8 C 2.007 -0.896 0.484
9 C 2.016 0.466 0.727
10 N 1.214 1.115 -0.139
11 C 0.696 0.166 -0.915
12 N -0.221 0.444 -1.877
13 C -0.643 1.836 -2.018
14 C -0.621 2.103 -3.519
15 C -0.984 0.736 -4.091
16 C -0.236 -0.230 -3.174
17 N 1.143 -1.079 -0.590
18 C 0.708 -2.393 -0.993
19 C -0.699 -2.764 -0.472
20 O -1.716 -2.061 -1.140
21 C -0.798 -2.657 1.066
22 O -0.542 -1.372 1.589
23 C -1.516 -0.416 1.654
24 C -2.829 -0.557 1.221
25 C -3.707 0.510 1.335
26 C -3.295 1.714 1.872
27 C -1.989 1.849 2.318
28 C -1.108 0.794 2.217
29 H 3.182 2.671 2.893
30 H 3.294 2.959 1.138
31 H 1.697 2.815 1.897
32 H 3.975 -1.708 2.916
33 H -1.658 1.932 -1.616
34 H 0.024 2.483 -1.449
35 H 0.381 2.390 -3.837
36 H -1.320 2.883 -3.811
37 H -2.058 0.570 -4.008
38 H -0.690 0.616 -5.132
39 H 0.788 -0.391 -3.534
40 H -0.750 -1.192 -3.110
41 H 1.427 -3.099 -0.572
42 H 0.713 -2.482 -2.081
43 H -0.870 -3.816 -0.728
44 H -1.631 -1.118 -0.940
45 H -1.778 -3.025 1.390
46 H -0.021 -3.293 1.498
47 H -3.184 -1.481 0.792
48 H -4.725 0.388 0.994
49 H -3.985 2.541 1.950
50 H -1.658 2.781 2.751
51 H -0.092 0.876 2.569

Cartesian forces, eV/Å:
C 0.07 0.29 0.10
N -0.07 0.05 0.08
C 0.01 0.05 0.03
O 0.21 0.07 0.26
N 0.18 -0.33 0.24
C -0.12 0.32 -0.20
O 0.01 -0.30 0.07
C 0.33 0.80 0.16
C -0.26 -1.35 -0.60
N 0.21 0.32 0.19
C 0.27 -0.22 0.36
N -0.17 -0.09 -0.14
C -0.24 0.54 0.11
C -0.07 -0.17 0.12
C 0.13 0.06 0.06
C 0.02 -0.41 -0.34
N 0.27 0.53 -0.06
C -0.66 -0.67 -0.18
C 0.52 0.00 0.43
O -0.30 0.18 -0.11
C -0.15 -0.50 -0.41
O -0.15 0.30 0.11
C -0.01 0.18 0.10
C 0.09 -0.35 -0.02
C -0.03 0.17 0.04
C -0.17 0.08 -0.03
C 0.03 -0.04 0.01
C 0.01 -0.18 -0.05
H -0.07 0.00 -0.11
H -0.03 0.04 0.03
H 0.03 0.04 0.01
H -0.09 0.13 -0.11
H 0.07 0.13 -0.01
H -0.14 -0.01 -0.07
H 0.04 0.04 -0.01
H 0.01 0.07 0.00
H -0.05 -0.03 -0.03
H -0.05 -0.06 -0.03
H -0.02 -0.02 0.03
H 0.15 0.06 -0.04
H -0.05 0.09 -0.13
H 0.03 0.00 0.12
H 0.11 0.06 0.11
H -0.01 0.00 -0.07
H 0.08 0.02 0.00
H -0.10 0.00 -0.02
H 0.05 -0.05 -0.03
H -0.08 -0.01 -0.03
H -0.06 0.07 0.01
H 0.04 0.08 0.04
H 0.15 0.02 0.05


(4)
Here is one molecule with the formula C5H13NS at a distorted geometry from the OMol25 dataset. Energies are from ωB97M-V with the def2-TZVPD basis set.

Summary:
Net charge   0
Relative energy (zero: lowest compared OMol25 entry of this formula, charge and spin)   60.92 kcal/mol
Largest force on an atom   6.5 eV Å⁻¹
Total energy   -17718.6092 eV
E_HOMO   -8.901 eV
Kohn-Sham gap   0.345 Ha
SMILES string   CCNCCCS

Geometry (Å):
1 C 1.978 -1.335 1.535
2 C 0.573 -0.542 1.633
3 N 0.337 0.236 0.443
4 C -1.043 0.478 0.373
5 C -1.356 1.489 -0.822
6 C -0.681 1.172 -2.033
7 S -0.651 -0.754 -2.557
8 H 2.720 -0.736 1.024
9 H 1.993 -2.336 0.894
10 H 2.207 -1.462 2.558
11 H -0.176 -1.303 1.785
12 H 0.497 0.170 2.505
13 H 0.705 -0.273 -0.353
14 H -1.686 -0.411 0.305
15 H -1.305 0.928 1.325
16 H -1.167 2.388 -0.343
17 H -2.440 1.169 -1.108
18 H 0.472 1.427 -2.142
19 H -1.127 1.503 -2.975
20 H 0.150 -1.807 -2.047

Cartesian forces, eV/Å:
C -1.81 -0.17 -1.73
C 2.29 -0.55 0.03
N 1.20 -0.65 0.32
C -1.18 1.14 -1.49
C -3.60 -4.37 2.05
C 5.63 -1.49 -2.79
S -0.84 -0.37 -0.80
H 0.19 0.46 0.26
H -0.63 1.92 1.68
H 0.94 -0.78 0.92
H -0.62 -0.37 0.09
H 0.53 -0.86 -0.57
H -0.27 0.09 -0.04
H 0.20 -0.17 -0.29
H -0.34 0.44 0.09
H -0.04 2.35 -0.05
H 1.20 1.62 1.03
H -2.42 -0.16 0.60
H -0.12 -0.08 0.31
H -0.31 2.01 0.39


(5)
Here is C5H8O as an isolated structure at a distorted geometry from the OMol25 dataset. Energies are from ωB97M-V with the def2-TZVPD basis set.

Summary:
Net charge   0
Relative energy (zero: lowest compared OMol25 entry of this formula, charge and spin)   66.49 kcal/mol
Largest force on an atom   1.3 eV Å⁻¹
Total energy   -7359.3719 eV
E_HOMO   -9.573 eV
Kohn-Sham gap   0.392 Ha

Geometry (Å):
1 C -1.254 0.945 -0.397
2 C -1.344 -0.304 0.399
3 C 0.034 0.157 -0.204
4 C 0.940 -0.993 -0.708
5 O 1.700 -0.881 0.512
6 C 1.257 0.478 0.655
7 H -1.781 1.018 -1.342
8 H -1.290 1.854 0.204
9 H -1.568 -0.283 1.465
10 H -1.853 -1.137 -0.103
11 H 0.424 -1.948 -0.798
12 H 1.625 -0.859 -1.560
13 H 1.085 0.816 1.678
14 H 2.025 1.137 0.200

Cartesian forces, eV/Å:
C 0.54 0.22 -0.37
C 0.63 -0.12 0.06
C -0.91 -0.42 0.75
C -0.36 -0.22 -0.36
O 0.12 -0.10 -0.07
C -0.40 0.27 0.33
H 0.19 -0.03 0.01
H 0.14 -0.01 -0.33
H 0.28 0.25 -0.20
H 0.58 0.19 0.12
H 0.14 -0.10 -0.02
H -0.40 0.35 0.00
H 0.05 -0.25 0.17
H -0.61 -0.03 -0.09


(6)
Here is one molecule with the formula C2H2ClF at a distorted geometry from the OMol25 dataset. Energies are from ωB97M-V with the def2-TZVPD basis set.

Summary:
Net charge   0
Relative energy (zero: lowest compared OMol25 entry of this formula, charge and spin)   25.36 kcal/mol
Largest force on an atom   6.8 eV Å⁻¹
Total energy   -17344.4099 eV
E_HOMO   -10.097 eV
Kohn-Sham gap   0.387 Ha
SMILES string   C=C(F)Cl

Geometry (Å):
1 C 0.452 -0.632 -0.138
2 C -0.275 0.485 0.115
3 F 0.053 1.857 -0.077
4 Cl -1.974 0.371 -0.041
5 H 1.488 -0.466 0.197
6 H 0.257 -1.615 -0.055

Cartesian forces, eV/Å:
C 2.76 5.66 2.49
C -0.70 0.11 -2.91
F 0.39 -3.20 1.09
Cl -0.71 0.22 0.37
H 0.14 0.11 -1.07
H -1.88 -2.89 0.02


largest force on an atom of number 5 (C5H8O)? 1.3 eV Å⁻¹


Which of these has the lowest total energy? C19H23N5O4


Which value of relative energy (zero: lowest compared OMol25 entry of this formula, charge and spin) does entry 3 give? 5.70 kcal/mol